ORCA calculation (wB97M-V/def2-TZVPD) on a structure of composition C3H5MgO3Yb in a non-equilibrium geometry.

Each line ends with the Mulliken spin population.
Positions of all 13 atoms, in Å:
O  2.118  -0.284  -1.036  0.02
C  2.258  0.004  0.246  -0.01
C  1.250  0.473  1.007  0.02
O  0.034  0.692  0.355  -0.01
C  -1.155  0.302  1.034  0.00
Yb  0.264  -0.069  -1.930  1.17
H  3.233  -0.173  0.720  0.00
H  1.257  0.606  2.087  0.00
H  -1.687  1.224  1.307  0.00
H  -0.930  -0.382  1.865  0.00
Mg  -3.021  -1.255  -3.624  -0.17
O  -1.696  -0.888  -2.376  -0.01
H  -1.927  -0.251  0.344  0.01

Highest occupied orbital energy (spin up / spin down), eV: -4.907 / -5.157
Gap between HOMO and LUMO (spin up / spin down), Ha: 0.1326 / 0.1347
Molecular weight, g/mol: 286.4
<S²>: 0.80
Total energy, Ha: -1701.71649
Largest force on an atom, eV Å⁻¹: 3.71
2S+1: 2